1.
C10H16N3P | ωB97M-V with the def2-TZVPD basis set

Each line ends with the natural charge from an NBO analysis.
Atoms and positions in Å:
C  -0.453  0.012  -3.539  -0.220
C  -1.582  -0.463  -4.003  -0.188
C  -0.675  0.409  -2.113  -0.019
C  -2.027  0.219  -1.791  0.078
C  0.598  1.080  -0.162  0.227
C  -2.660  -0.436  -2.956  -0.568
C  2.961  1.508  -0.434  -0.415
C  1.985  1.691  1.890  -0.414
C  -2.610  -0.744  1.821  -0.417
C  -0.425  -1.655  1.084  -0.413
N  0.412  0.709  -1.309  -0.539
N  1.865  1.332  0.479  -0.439
N  -1.257  -0.548  1.371  -0.676
P  -0.919  1.139  0.985  0.642
H  0.417  0.163  -4.059  0.214
H  -1.707  -0.698  -5.089  0.212
H  -3.535  0.263  -3.311  0.241
H  -3.168  -1.336  -2.710  0.247
H  2.604  1.357  -1.408  0.234
H  3.343  2.520  -0.313  0.188
H  3.612  0.711  -0.242  0.193
H  1.102  1.607  2.459  0.228
H  2.973  1.180  2.249  0.202
H  2.086  2.755  2.066  0.185
H  -2.987  0.316  2.122  0.214
H  -3.295  -0.979  0.945  0.200
H  -2.550  -1.423  2.679  0.205
H  -1.005  -2.553  1.066  0.201
H  0.004  -1.552  0.139  0.212
H  0.429  -1.871  1.838  0.185

Computed properties:
calculated total energy	-896.01060	a.u.
F_max	0.1085	hartree/bohr
gap between HOMO and LUMO (spin up / spin down)	0.227 / 0.275	Ha

---

2.
C14H13N5OS3 | ωB97M-V with the def2-TZVPD basis set

Each line ends with the natural charge from an NBO analysis.
Atoms and positions in Å:
C  -6.673  -1.859  -0.585  -0.594
C  -6.548  -0.868  0.573  -0.453
C  -5.277  -0.112  0.496  0.080
N  -4.318  -0.193  1.337  -0.244
N  -3.264  0.562  1.065  -0.339
C  -3.385  1.254  -0.015  0.249
N  -2.474  2.116  -0.543  -0.636
C  -1.168  2.375  -0.155  0.687
O  -0.533  3.197  -0.766  -0.556
C  -0.637  1.567  0.992  -0.649
S  -0.414  -0.155  0.422  0.289
C  1.327  -0.212  0.216  0.011
C  1.907  -1.351  -0.369  -0.216
C  3.271  -1.360  -0.498  -0.169
C  3.978  -0.232  -0.027  0.111
C  5.411  -0.111  -0.097  -0.240
C  6.347  -0.992  -0.577  -0.226
C  7.660  -0.502  -0.467  -0.265
C  7.707  0.739  0.092  -0.406
S  6.153  1.339  0.498  0.499
N  3.339  0.797  0.521  -0.190
N  2.053  0.810  0.637  -0.244
S  -4.932  1.004  -0.831  0.286
H  -5.848  -2.568  -0.565  0.215
H  -7.606  -2.409  -0.504  0.216
H  -6.659  -1.335  -1.538  0.205
H  -7.386  -0.168  0.545  0.219
H  -6.561  -1.396  1.527  0.241
H  -2.769  2.639  -1.360  0.422
H  0.352  1.926  1.279  0.297
H  -1.338  1.529  1.823  0.275
H  1.286  -2.170  -0.695  0.229
H  3.789  -2.195  -0.941  0.222
H  6.109  -1.954  -0.993  0.216
H  8.529  -1.047  -0.788  0.224
H  8.574  1.338  0.290  0.235

Computed properties:
calculated total energy	-2084.84482	a.u.
F_max	0.0319	hartree/bohr
gap between HOMO and LUMO	0.304	Ha
structure (SMILES)	CCc1nnc(NC(=O)CSc2ccc(-c3cccs3)nn2)s1

---

3.
C28H43NO20S2 | ωB97M-V with the def2-TZVPD basis set

Each line ends with the Löwdin charge.
Atoms and positions in Å:
C  -0.415  -0.374  2.507  -0.063
C  -1.382  -0.235  1.151  -0.315
O  -1.828  -1.589  0.772  -0.132
C  -0.528  0.470  -0.102  -0.148
O  0.776  -0.211  -0.126  -0.318
S  1.011  -1.122  -1.547  0.727
O  1.048  -0.203  -2.812  -0.414
O  -0.146  -2.157  -1.829  -0.435
N  2.457  -2.078  -1.314  -0.335
S  3.764  -1.147  -0.625  0.711
O  4.025  0.214  -1.380  -0.451
O  5.078  -1.986  -0.847  -0.466
C  3.637  -0.844  1.220  -0.495
O  3.658  0.449  1.648  -0.173
O  3.502  -1.865  2.273  -0.269
H  0.295  0.580  2.556  0.093
H  -1.085  -0.412  3.481  0.076
H  0.294  -1.304  2.468  0.087
H  -2.295  0.448  1.488  0.145
H  -0.980  -2.127  0.716  0.077
H  -1.115  0.403  -1.122  0.113
H  -0.305  1.599  0.213  0.119
O  -2.915  -0.135  -1.365  0.085
C  -3.250  -0.525  -2.471  -0.416
O  -4.046  0.179  -3.328  0.024
C  -4.322  -0.621  -4.477  -0.185
C  -3.214  -1.640  -4.527  -0.165
C  -2.895  -1.853  -3.069  -0.071
H  -5.307  -1.084  -4.352  0.104
H  -4.338  0.010  -5.370  0.123
H  -3.495  -2.556  -5.052  0.093
H  -2.341  -1.213  -5.035  0.129
H  -3.527  -2.626  -2.623  0.128
H  -1.837  -2.083  -2.919  0.092
O  8.791  4.198  1.467  0.059
C  7.769  3.552  1.300  -0.474
O  6.797  3.392  2.246  0.005
C  5.807  2.492  1.751  -0.182
C  5.944  2.534  0.252  -0.151
C  7.419  2.784  0.062  -0.089
H  6.006  1.495  2.159  0.130
H  4.816  2.817  2.080  0.109
H  5.588  1.624  -0.239  0.100
H  5.373  3.381  -0.149  0.127
H  7.991  1.853  0.044  0.136
H  7.613  3.375  -0.836  0.124
O  -1.169  2.993  1.426  0.091
C  -0.956  4.003  0.774  -0.435
O  -0.785  4.023  -0.580  0.037
C  -0.449  5.348  -0.989  -0.169
C  -0.956  6.245  0.110  -0.175
C  -0.800  5.383  1.337  -0.097
H  0.638  5.412  -1.109  0.132
H  -0.925  5.570  -1.949  0.122
H  -0.420  7.196  0.172  0.112
H  -2.018  6.465  -0.052  0.112
H  0.196  5.479  1.778  0.068
H  -1.574  5.597  2.078  0.129
O  0.206  -4.737  4.172  0.098
C  -0.129  -5.128  3.066  -0.454
O  -0.925  -4.423  2.210  0.028
C  -1.201  -5.223  1.061  -0.167
C  -0.093  -6.242  1.011  -0.168
C  0.226  -6.455  2.469  -0.096
H  -2.186  -5.686  1.186  0.122
H  -1.217  -4.593  0.167  0.129
H  -0.374  -7.159  0.486  0.112
H  0.781  -5.815  0.502  0.134
H  -0.406  -7.229  2.915  0.125
H  1.284  -6.685  2.619  0.130
O  -5.502  -2.980  -6.032  0.098
C  -6.005  -3.754  -5.235  -0.448
O  -5.791  -3.718  -3.887  0.026
C  -6.445  -4.831  -3.279  -0.161
C  -7.518  -5.242  -4.253  -0.173
C  -6.901  -4.903  -5.587  -0.087
H  -5.707  -5.623  -3.115  0.133
H  -6.863  -4.531  -2.314  0.133
H  -7.805  -6.293  -4.159  0.117
H  -8.415  -4.631  -4.097  0.122
H  -6.294  -5.725  -5.975  0.136
H  -7.659  -4.603  -6.314  0.129
O  1.694  5.094  2.351  0.090
C  2.200  4.888  3.442  -0.405
O  1.552  4.305  4.493  0.050
C  2.404  4.322  5.636  -0.169
C  3.802  4.453  5.089  -0.162
C  3.592  5.273  3.841  -0.077
H  2.124  5.172  6.268  0.122
H  2.275  3.398  6.207  0.132
H  4.501  4.905  5.797  0.118
H  4.188  3.463  4.817  0.130
H  3.620  6.346  4.050  0.133
H  4.312  5.011  3.063  0.123

Computed properties:
charge	-2
calculated total energy	-3448.52180	a.u.
F_max	0.1911	hartree/bohr
gap between HOMO and LUMO	0.196	Ha

---

4.
C34H28AsCrN2O5S3Se | ωB97M-V with the def2-TZVPD basis set

Each line ends with the Löwdin charge.
Atoms and positions in Å:
Cr  -0.639  1.117  -0.205  0.225
C  -1.395  1.293  -4.584  -0.022
C  -0.718  1.193  -3.240  -0.235
N  -1.376  1.058  -2.144  -0.054
N  -2.749  0.855  -2.305  -0.045
C  -3.243  0.110  -1.379  -1.052
S  -2.422  -0.575  -0.028  0.680
S  -4.984  -0.230  -1.619  0.864
C  -4.850  -2.050  -1.719  -0.457
C  -4.184  -2.489  -2.993  -0.293
C  -4.929  -2.716  -4.148  -0.065
C  -4.310  -3.054  -5.342  -0.111
C  -2.926  -3.160  -5.402  -0.117
C  -2.174  -2.934  -4.257  -0.082
C  -2.796  -2.608  -3.060  -0.042
C  0.741  1.088  -3.212  -0.138
C  1.518  1.561  -4.270  -0.065
C  2.859  1.248  -4.388  -0.128
C  3.425  0.379  -3.451  -0.117
C  2.681  -0.109  -2.401  -0.040
C  1.338  0.294  -2.196  -0.411
O  0.704  -0.085  -1.135  -0.254
H  -2.383  0.846  -4.545  0.062
H  -0.791  0.806  -5.349  0.072
H  -1.514  2.345  -4.858  0.087
H  -5.873  -2.422  -1.657  0.065
H  -4.292  -2.370  -0.839  0.042
H  -6.008  -2.607  -4.108  0.105
H  -4.907  -3.221  -6.231  0.088
H  -2.438  -3.408  -6.337  0.088
H  -1.093  -2.996  -4.295  0.102
H  -2.206  -2.403  -2.173  0.086
H  1.050  2.192  -5.018  0.103
H  3.452  1.657  -5.197  0.079
H  4.465  0.085  -3.549  0.087
H  3.113  -0.777  -1.668  0.086
S  1.062  2.833  -0.334  0.691
C  1.653  3.207  1.287  -0.668
C  1.564  4.513  1.787  -0.131
C  2.081  4.833  3.025  -0.103
C  2.701  3.864  3.814  -0.121
C  2.769  2.561  3.356  -0.129
C  2.244  2.224  2.106  -0.404
As  2.322  0.524  1.217  1.424
C  -0.060  -0.325  2.500  -0.388
C  -0.410  0.474  3.581  -0.047
C  -0.934  -0.113  4.721  -0.073
C  -1.102  -1.490  4.796  -0.106
C  -0.753  -2.280  3.710  -0.087
C  -0.239  -1.699  2.562  -0.029
C  2.906  -0.692  2.685  -0.345
C  3.735  -1.710  2.218  -0.140
C  4.317  -2.633  3.080  -0.108
C  4.070  -2.551  4.441  -0.113
C  3.239  -1.548  4.927  -0.088
C  2.666  -0.629  4.060  -0.111
H  1.047  5.255  1.193  0.100
H  1.986  5.848  3.397  0.091
H  3.110  4.123  4.784  0.082
H  3.259  1.808  3.960  0.075
H  -0.269  1.548  3.527  0.105
H  -1.230  0.520  5.548  0.104
H  -1.529  -1.940  5.685  0.087
H  -0.889  -3.354  3.752  0.094
H  0.024  -2.289  1.692  0.126
H  3.916  -1.782  1.151  0.079
H  4.955  -3.416  2.686  0.091
H  4.526  -3.261  5.122  0.089
H  3.029  -1.485  5.988  0.097
H  2.017  0.137  4.462  0.090
O  -2.000  2.582  -0.241  -0.614
Se  -1.816  2.408  1.458  0.804
O  -3.248  1.975  2.131  -0.581
O  0.445  0.217  1.340  -0.476
O  -1.309  3.826  2.127  -0.560

Computed properties:
charge	-2
calculated total energy	-8674.39132	a.u.
multiplicity	2
F_max	0.0175	hartree/bohr
gap between HOMO and LUMO (spin up / spin down)	0.224 / 0.222	Ha